Record 1
The following is a DFT calculation (ωB97M-V with the def2-TZVPD basis set) of a cluster of 15 separate species, C3H38N2O14 in total at a distorted geometry.

The relative energy (zero: lowest compared OMol25 entry of this formula, charge and spin) comes out at 2.882 eV. The calculation puts the max |F| at 3.318 eV/A. The gap between HOMO and LUMO comes out at 8.89 eV. As for the LUMO energy: 0.00177 Eh.

The geometry in ORCA input format:
```
! RIJCOSX wB97M-V def2-TZVPD def2/J DEFGRID3
* xyz 0 1
N 0.214 0.364 1.337
C 0.003 0.513 -0.130
C 1.039 -0.095 -1.138
N 0.287 -1.048 -1.996
C 1.184 -1.460 -3.090
H 0.751 1.189 1.684
H 0.762 -0.478 1.541
H -0.974 0.074 -0.116
H -0.115 1.468 -0.630
H 1.417 0.741 -1.732
H 1.800 -0.673 -0.593
H -0.519 -0.625 -2.427
H 1.796 -0.793 -3.669
H 1.857 -2.247 -2.739
H 0.464 -1.928 -3.830
H -0.003 3.246 2.671
H 0.412 4.133 1.465
O 0.077 4.148 2.361
H -4.154 -2.719 0.636
H -3.966 -2.252 -0.756
O -4.206 -1.904 0.120
H 2.094 2.364 0.295
H 2.653 2.276 1.691
O 1.823 2.453 1.217
H 0.049 2.719 -4.002
H 0.486 2.490 -2.677
O 0.794 2.265 -3.574
H -2.975 -2.442 -3.090
H -2.525 -1.340 -2.212
O -2.549 -2.308 -2.233
H -1.997 -0.349 3.196
H -1.933 1.284 3.098
O -2.416 0.505 3.375
H -2.764 1.045 1.322
H -3.179 2.416 0.675
O -2.661 1.618 0.534
H 0.336 -2.156 -0.127
H 0.490 -3.801 -0.258
O 0.791 -2.969 0.124
H -1.330 4.067 -0.411
H -1.957 2.989 -1.234
O -1.244 3.641 -1.274
H 2.355 0.008 2.971
H 3.306 -0.792 2.085
O 3.072 0.106 2.340
H -1.419 -2.615 2.116
H -0.208 -1.949 2.699
O -1.160 -2.039 2.842
H 2.971 -2.735 2.975
H 1.843 -2.561 1.861
O 2.120 -2.344 2.759
H 4.768 -1.479 -0.297
H 3.529 -2.306 0.327
O 4.246 -1.678 0.479
H -1.347 1.743 -2.724
H -2.179 1.074 -1.446
O -2.009 1.145 -2.389
*
```


Record 2
The following is a DFT calculation (ωB97M-V with the def2-TZVPD basis set) of a structure of composition C3H3AgLiO3 at a distorted geometry.

The relative energy (zero: lowest compared OMol25 entry of this formula, charge and spin) comes out at 0.227 eV. The calculation puts the max |F| at 2.288 eV/A. The gap between HOMO and LUMO (alpha / beta) comes out at 4.37 / 3.86 eV. As for the LUMO energy (alpha / beta): -0.07862 / -0.09742 Eh.

The geometry in ORCA input format:
```
! RIJCOSX wB97M-V def2-TZVPD def2/J DEFGRID3
* xyz 0 2
C 2.266 0.824 -1.179
C 1.278 0.150 -1.823
O 0.282 -0.504 -1.305
H 2.985 1.412 -1.752
H 1.383 0.046 -2.924
H 2.265 0.929 -0.089
O -1.446 -0.967 1.632
C -2.604 -1.287 1.994
O -3.435 -0.589 2.564
Ag -2.630 1.319 2.761
Li -0.344 -1.335 0.122
*
```


Question: Which of these has the highest max |F|?
Answer: C3H38N2O14


Question: Number 2 is which compound?
Answer: C3H3AgLiO3


Question: Which of these has the highest max |F|?
Answer: C3H38N2O14